57
Properties=species:S:1:pos:R:3:forces:R:3:mulliken_charge:R:1 method="wB97M-V/def2-TZVPD" homo_lumo_gap_ha="0.258 / 0.258" spin_multiplicity=1 de_lowest_ev=0.628 e_tot_ha=-1499.17249 homo_ev="-15.338 / -15.338" total_charge=+2
Pt -0.215992 -0.468249 -0.650536 0.52 0.38 -0.19 0.580
C 3.825608 -1.863000 -1.201163 -0.11 0.10 0.00 -1.017
S 2.551550 -1.193728 -2.265494 0.46 0.04 -0.09 0.228
O 1.237424 -1.615049 -1.562522 -0.24 -0.45 0.32 -0.516
C 2.778945 0.544116 -2.059550 -0.08 0.02 -0.05 0.670
C 2.990914 1.266740 -3.227648 -0.07 -0.01 -0.01 -0.554
C 3.150655 2.643284 -3.147428 -0.01 0.02 0.03 -0.638
C 3.082065 3.274768 -1.914331 0.00 0.01 -0.05 -0.530
C 2.870357 2.541140 -0.750154 0.00 -0.01 0.02 -0.806
C 2.722464 1.168216 -0.815261 0.15 -0.08 0.05 0.035
H 3.771358 -1.420769 -0.208442 -0.02 -0.01 -0.01 0.317
H 4.781926 -1.636449 -1.672468 0.00 0.02 0.00 0.426
H 3.675972 -2.939665 -1.164244 -0.01 -0.01 -0.01 0.428
H 3.037236 0.760613 -4.183721 -0.01 0.00 -0.01 0.450
H 3.329648 3.217268 -4.045643 0.01 0.01 -0.01 0.437
H 3.208629 4.347281 -1.853416 0.00 0.01 0.00 0.456
H 2.844829 3.043578 0.206915 0.00 0.00 0.02 0.455
H 2.601609 0.588075 0.092707 -0.04 0.02 -0.01 0.251
C -1.777097 0.725778 2.278333 -0.01 0.04 -0.02 -0.663
C -0.350714 0.284674 2.571421 0.05 -0.05 -0.06 -0.518
N -0.248483 -1.130828 2.943870 0.02 -0.21 -0.09 0.234
C -0.207289 -1.422601 4.394852 0.05 0.04 -0.03 -0.833
C -1.584164 -1.533818 5.029268 0.01 -0.01 0.06 -1.017
C -0.244020 -2.110519 2.055537 -0.07 0.23 0.21 1.448
C -0.198331 -3.533502 2.540070 -0.01 0.00 0.04 -1.786
N -0.251104 -1.937190 0.736892 0.02 -0.21 -0.15 -0.444
H -1.790622 1.794411 2.060793 0.01 0.00 -0.02 0.327
H -2.428647 0.549374 3.130853 0.01 0.02 0.03 0.315
H -2.197153 0.197471 1.422020 -0.01 -0.03 0.02 0.056
H 0.062430 0.853348 3.402237 -0.04 0.02 0.00 0.442
H 0.309736 0.460865 1.719261 -0.04 0.07 0.07 -0.174
H 0.358647 -0.610402 4.849077 0.00 -0.03 0.03 0.389
H 0.377062 -2.325622 4.549149 -0.05 0.01 0.03 0.481
H -2.103989 -0.578036 5.036998 0.00 0.02 -0.01 0.323
H -1.476831 -1.855587 6.064407 -0.01 0.00 0.01 0.390
H -2.212539 -2.260962 4.514871 0.00 -0.01 -0.01 0.288
H 0.784804 -3.753237 2.958625 0.00 -0.01 0.00 0.360
H -0.378802 -4.221958 1.719164 -0.01 -0.01 0.00 0.465
H -0.941695 -3.715038 3.313203 0.01 -0.01 -0.01 0.346
H -0.265961 -2.838097 0.274472 0.06 0.07 -0.16 0.266
O -1.288409 -2.591533 -1.808592 -0.22 -0.04 -0.07 -0.426
H -0.945882 -2.833190 -2.677857 0.04 -0.03 0.03 0.291
H -2.234558 -2.780630 -1.837861 0.01 -0.04 -0.02 0.264
C -1.368483 1.849624 -3.399844 0.03 0.03 0.01 -1.502
C -1.945603 1.608167 -1.999075 0.06 -0.18 -0.16 1.321
C -2.282130 2.926322 -1.287312 -0.01 0.03 0.12 -1.516
C -3.175178 0.677153 -2.055250 0.02 -0.01 0.04 -1.592
N -0.963654 0.944845 -1.215691 -0.49 0.31 0.20 0.210
H -2.177728 2.160048 -4.059366 0.01 0.04 -0.01 0.420
H -0.925467 0.938803 -3.802628 -0.03 -0.02 -0.02 0.364
H -0.615418 2.636311 -3.377492 0.03 -0.02 -0.01 0.379
H -2.975125 3.479531 -1.920038 0.00 0.00 0.00 0.422
H -1.387919 3.530267 -1.141543 0.01 0.01 -0.02 0.420
H -2.755341 2.745614 -0.323256 -0.01 -0.01 0.00 0.371
H -3.981320 1.237632 -2.526722 -0.01 -0.02 -0.02 0.462
H -3.496813 0.381571 -1.056979 -0.01 0.01 0.01 0.384
H -2.961392 -0.207235 -2.653462 0.00 -0.01 0.01 0.359



34
Properties=species:S:1:pos:R:3:forces:R:3:mulliken_charge:R:1 method="wB97M-V/def2-TZVPD" homo_lumo_gap_ha="0.187 / 0.192" spin_multiplicity=1 de_lowest_ev=1.010 e_tot_ha=-1212.76542 homo_ev="-11.836 / -11.836" total_charge=+1
Rh -0.074170 -0.185743 -1.026917 -0.57 -1.73 -2.58 1.165
C -1.117042 -3.690770 -1.109159 -0.04 0.02 0.07 -1.627
C -1.432384 -2.344797 -1.657999 0.21 -0.02 0.18 1.750
C -2.090001 -1.362350 -0.880876 0.18 0.34 0.55 -1.034
C -2.352126 -0.087304 -1.420013 0.00 0.41 0.47 -0.810
C -1.846870 0.255230 -2.678952 0.14 0.53 0.78 -0.613
C -1.222355 -0.737410 -3.465675 0.13 -0.17 -0.06 -0.029
C -1.023768 -2.005592 -2.963452 0.08 0.02 -0.13 -0.378
H -1.630628 -4.453380 -1.699453 0.00 0.00 -0.02 0.402
H -1.422118 -3.787585 -0.070417 0.01 -0.01 0.00 0.442
H -0.045877 -3.884774 -1.195219 0.00 0.00 -0.01 0.300
H -2.448729 -1.591677 0.114183 -0.03 -0.15 -0.06 0.465
H -2.907481 0.630668 -0.831116 -0.04 0.02 -0.07 0.469
H -2.005176 1.260733 -3.043218 0.04 -0.06 -0.17 0.484
H -0.871388 -0.487610 -4.458343 0.05 0.00 0.01 0.464
H -0.508913 -2.747434 -3.559491 0.02 0.01 0.01 0.450
F 1.438625 -1.435396 -0.492531 -0.08 0.10 0.43 -0.560
B 2.319812 -1.320479 -1.756991 -0.08 0.40 0.12 0.791
F 1.650293 -0.118095 -2.313554 0.17 0.37 0.23 -0.492
F 2.044722 -2.387499 -2.526024 -0.08 -0.16 -0.10 -0.335
F 3.566274 -1.065651 -1.397510 0.13 -0.05 0.02 -0.240
O 1.265214 1.815428 0.593907 -0.21 -0.19 -0.14 -0.479
B 0.193401 0.972643 0.545842 -0.16 0.04 0.53 0.561
O -0.527245 0.867331 1.707917 0.09 0.01 -0.34 -0.427
C 0.163110 1.713834 2.576727 0.18 0.21 0.07 0.671
C -0.111361 1.992001 3.893929 0.04 0.01 -0.06 -0.935
C 0.758592 2.881109 4.520488 -0.02 -0.01 0.02 -0.504
C 1.835690 3.450271 3.848572 0.02 0.02 0.01 -0.494
C 2.102343 3.161678 2.512636 -0.06 -0.05 -0.01 -0.934
C 1.238123 2.281994 1.907387 -0.11 0.06 0.26 0.745
H -0.948908 1.547633 4.411073 -0.02 -0.02 0.00 0.468
H 0.588539 3.132326 5.557967 0.01 0.01 0.01 0.394
H 2.485773 4.134527 4.375465 0.00 0.00 0.01 0.396
H 2.936030 3.596141 1.980817 0.01 0.00 0.00 0.476



25
Properties=species:S:1:pos:R:3:forces:R:3:mulliken_charge:R:1 method="wB97M-V/def2-TZVPD" homo_lumo_gap_ha=0.361 spin_multiplicity=1 de_lowest_ev=2.235 e_tot_ha=-518.03805 homo_ev=-9.153
C -0.670327 1.963811 1.130247 -0.40 0.01 3.00 -1.602
C 0.062251 0.799913 0.428291 1.43 -1.86 2.87 0.599
C 1.387938 1.320780 -0.154178 -0.25 2.58 -1.90 -0.637
C 1.449467 0.874113 -1.649587 -1.36 0.96 0.11 -0.627
C 0.014221 0.309213 -1.985389 1.06 1.50 3.20 -0.625
N -0.676102 0.175890 -0.643157 -0.08 0.58 -2.66 0.125
C -1.924806 -0.352316 -0.436827 2.75 1.60 3.68 -0.128
O -2.218868 -0.474043 0.763628 -1.32 -0.71 -1.75 -0.579
H 0.043626 2.551894 1.811504 -0.54 -0.64 -1.51 0.394
H -1.202792 2.656481 0.445232 0.45 -0.47 0.27 0.349
H -1.388483 1.633716 1.972240 0.65 0.12 -1.82 0.339
H 0.360436 -0.124022 1.173038 -1.40 3.30 -1.52 0.013
H 1.323885 2.462845 -0.235283 -0.12 -1.35 0.40 0.282
H 2.323995 1.177227 0.393753 -0.54 -0.62 0.09 0.375
H 2.185630 0.122974 -1.792391 0.61 -0.77 -0.22 0.282
H 1.641675 1.686743 -2.393533 0.17 -0.46 0.92 0.311
H 0.271020 -0.659855 -2.222940 -0.52 -2.03 -1.97 0.291
H -0.480697 1.011832 -2.622712 -0.55 -0.36 -0.77 0.449
H -2.505231 -0.521422 -1.307057 -0.87 -0.62 -0.90 0.415
O 1.806742 -0.969649 1.847273 0.47 -1.96 -0.44 -0.640
H 2.627637 -1.472940 2.019737 -0.53 0.39 0.00 0.298
H 1.265978 -1.618656 1.307688 0.82 0.63 0.76 0.403
O 0.064197 -2.870924 0.097396 1.97 0.48 -1.44 -0.682
H -0.238900 -2.107829 -0.402379 0.04 0.22 -0.17 0.246
H -0.624103 -3.006369 0.693483 -1.94 -0.52 1.78 0.349